1.
15
Properties=species:S:1:pos:R:3:mulliken_charge:R:1 method="wB97M-V/def2-TZVPD" homo_ev=-14.962 e_lumo_ev=-5.817 orbital_gap_ev=9.14 charge=+1
C -0.6017 0.1068 -0.7095 -0.20
C -1.8892 -0.7429 -1.0193 -0.49
C -0.4998 -0.0387 0.7141 0.41
N -2.4108 -1.0908 0.2516 -0.14
N -1.6131 -0.7609 1.1794 -0.25
N 0.4643 0.3572 1.4492 -0.11
O 2.9139 0.6777 0.3242 -0.70
H 0.3654 -0.1858 -1.2445 0.25
H -0.6309 1.2596 -1.0329 0.34
H -2.6896 -0.1818 -1.4795 0.26
H -1.8286 -1.6149 -1.6188 0.36
H 2.8331 0.4467 -0.6560 0.32
H 1.3186 0.5563 1.0343 0.25
H 0.4393 0.0944 2.4843 0.34
H 3.8291 1.1171 0.3234 0.35

2.
15
Properties=species:S:1:pos:R:3:mulliken_charge:R:1 method="wB97M-V/def2-TZVPD" homo_ev=-14.475 e_lumo_ev=-3.744 orbital_gap_ev=10.73 charge=+1
C 2.2384 -0.1120 0.1278 0.01
C 0.3750 -0.1005 -0.3903 -0.01
C -0.9490 0.0461 0.3948 0.03
N 1.4531 0.7972 -0.4237 -0.25
N 1.3066 -0.9754 0.2364 -0.18
N -1.6125 1.2337 0.0684 -0.55
O -1.4557 -1.2344 -0.0955 -0.53
H 3.1572 -0.1659 0.6548 0.39
H 0.1133 -0.3765 -1.3385 0.43
H -0.8450 -0.2040 1.5293 0.33
H 1.2229 -1.8947 0.7319 0.28
H 1.6340 1.6319 -0.9508 0.23
H -2.3023 1.3545 0.6865 0.24
H -1.9585 1.1574 -0.8610 0.28
H -2.3777 -1.1573 -0.3700 0.30

3.
15
Properties=species:S:1:pos:R:3:mulliken_charge:R:1 method="wB97M-V/def2-TZVPD" homo_ev=-13.637 e_lumo_ev=-3.831 orbital_gap_ev=9.81 charge=+1
C 0.1901 2.1404 0.9248 -0.01
C 0.8222 1.5286 1.8764 -0.40
C 0.1361 -0.1140 -0.6561 -0.36
N -0.7896 0.3254 0.3378 -0.48
N -0.3591 -1.4695 -1.1478 -0.29
N -0.5495 -0.2875 1.5229 -0.12
O 0.6441 0.1936 2.1380 -0.28
H -0.1309 2.9996 0.3987 0.44
H 1.5816 1.9165 2.5392 0.42
H 1.1543 -0.2715 -0.2701 0.39
H 0.1533 0.5902 -1.4884 0.34
H -0.7543 -1.9488 -0.3203 0.36
H 0.4044 -2.0353 -1.5401 0.35
H -1.3211 -0.0928 2.1657 0.27
H -1.1020 -1.3653 -1.8506 0.37

Preferred: 1; penalty for the next structure: 0.0040 hartree.

1.
14
Properties=species:S:1:pos:R:3:mulliken_charge:R:1 method="wB97M-V/def2-TZVPD" homo_ev="-8.559 / -7.955" e_lumo_ev="-0.188 / 0.272" orbital_gap_ev="8.37 / 8.23" charge=0
C 1.8757 0.3685 0.6247 -0.47
C -1.1034 1.3247 -0.1381 -1.03
C -0.7897 -1.8423 0.1569 -1.02
N 1.6608 -0.3065 -0.5791 -0.47
Si 0.0748 -0.1687 -0.0386 0.57
H 2.5538 -0.1204 1.3214 0.24
H 1.9382 1.4507 0.6816 0.20
H -0.6610 2.2138 0.3010 0.30
H -1.3265 1.5540 -1.1760 0.33
H -2.0474 1.1381 0.3667 0.31
H -0.4492 -2.3661 1.0429 0.34
H -1.8673 -1.7370 0.2153 0.30
H -0.5566 -2.4680 -0.6998 0.31
H 2.4511 0.1011 -2.2749 0.10

2.
14
Properties=species:S:1:pos:R:3:mulliken_charge:R:1 method="wB97M-V/def2-TZVPD" homo_ev=-7.541 e_lumo_ev=0.504 orbital_gap_ev=8.05 charge=0
C -2.8251 0.0549 -0.2545 -0.19
C 1.5256 -1.4133 -0.2037 -0.93
C 0.7763 1.4475 0.0600 -0.94
N -1.8777 -0.6977 -0.4465 -0.59
Si 0.3134 -0.1698 0.7416 0.52
H -3.8904 -0.2398 -0.4738 0.24
H -2.7902 1.0774 0.0326 0.19
H 1.3322 -2.4606 -0.3940 0.34
H 1.7080 -0.9168 -1.2413 0.21
H 2.4787 -1.3474 0.3723 0.29
H 0.6496 1.4542 -1.0138 0.30
H 0.3605 2.3457 0.4015 0.39
H 1.8840 1.4278 0.2996 0.28
H 0.3551 -0.5622 2.1199 -0.10

Preferred: 2; penalty for the next structure: 0.0550 hartree.

1.
14
Properties=species:S:1:pos:R:3:mulliken_charge:R:1 method="wB97M-V/def2-TZVPD" homo_ev=-7.837 e_lumo_ev=1.120 orbital_gap_ev=8.96 smiles="C/C=C(/C)N" charge=0
C -1.8526 0.6504 0.6302 -1.15
N 0.6455 -0.6653 1.1089 -0.47
C 0.3790 -0.1607 -0.1940 0.49
C -0.8049 0.4960 -0.4898 -0.27
C 1.5872 -0.2423 -1.1105 -1.21
H -1.9430 -0.1972 1.2124 0.36
H -1.5803 1.3663 1.3002 0.30
H -2.7400 0.8629 0.0809 0.33
H -0.0448 -1.2636 1.5138 0.16
H 1.5506 -0.9594 1.3832 0.21
H -1.0625 0.9306 -1.4378 0.38
H 1.4655 0.2448 -2.0337 0.34
H 1.8296 -1.3510 -1.2425 0.27
H 2.5706 0.2885 -0.7212 0.27

2.
14
Properties=species:S:1:pos:R:3:mulliken_charge:R:1 method="wB97M-V/def2-TZVPD" homo_ev=-9.177 e_lumo_ev=1.154 orbital_gap_ev=10.33 smiles="C=CCCN" charge=0
C 1.2800 0.4817 -0.3899 -0.56
C -0.1215 0.8244 0.2979 -0.43
C -1.0846 -0.3585 0.0960 -0.10
C -2.3794 -0.2711 -0.1415 -0.80
H 2.6539 -1.0661 -0.4914 0.22
H 2.3139 -0.5187 0.9791 0.22
H 2.0275 1.3604 -0.1935 0.26
H 0.9661 0.3997 -1.4146 0.39
H -0.5613 1.7843 -0.0542 0.32
H -0.0585 0.9099 1.4477 0.24
H -0.6722 -1.3952 0.1096 0.29
H -2.9744 0.6654 -0.2524 0.23
H -3.0033 -1.0892 -0.1404 0.29
N 1.8774 -0.7299 0.1194 -0.56

Preferred: 1; penalty for the next structure: 0.0084 hartree.

1.
14
Properties=species:S:1:pos:R:3:mulliken_charge:R:1 method="wB97M-V/def2-TZVPD" homo_ev=-7.508 e_lumo_ev=1.152 orbital_gap_ev=8.66 charge=0
C -0.6305 0.0325 0.5648 0.25
C 1.3012 -0.4907 -0.4039 -0.57
C -0.2081 -1.0576 -0.3420 -0.64
C -1.1972 1.2771 -0.0375 -1.09
N 1.2618 0.0802 0.9027 -0.54
H 2.0148 -0.3003 1.4778 0.21
H -0.9964 -0.2365 1.5514 0.36
H 1.2621 0.2470 -1.2240 0.19
H 2.0781 -1.2431 -0.6072 0.35
H -0.2105 -2.0468 0.1164 0.29
H -0.6604 -1.0639 -1.3353 0.33
H -1.3459 2.0638 0.7043 0.31
H -2.1482 1.0835 -0.5473 0.31
H -0.5208 1.6549 -0.8201 0.26

2.
14
Properties=species:S:1:pos:R:3:mulliken_charge:R:1 method="wB97M-V/def2-TZVPD" homo_ev=-8.416 e_lumo_ev=1.146 orbital_gap_ev=9.56 charge=0
C -1.8012 0.2550 -0.5137 -1.25
C -0.3355 0.4911 0.6800 -0.18
C -0.0592 -0.9711 0.9372 -0.52
N 0.9138 -0.0329 0.4647 -0.07
C 2.0063 0.0964 -0.4703 -0.75
H -2.7099 0.2262 0.1139 0.34
H -1.7458 1.1883 -1.0402 0.35
H -2.0357 -0.5070 -1.3194 0.35
H -0.4793 1.4387 1.2054 0.35
H -0.8937 -1.1373 0.1699 0.26
H 0.2209 -1.4536 1.8852 0.29
H 2.8862 0.5092 0.0511 0.21
H 2.2867 -0.8784 -0.8757 0.32
H 1.7463 0.7753 -1.2881 0.30

3.
14
Properties=species:S:1:pos:R:3:mulliken_charge:R:1 method="wB97M-V/def2-TZVPD" homo_ev=-8.129 e_lumo_ev=1.094 orbital_gap_ev=9.22 smiles="C/C=C(/C)N" charge=0
C 0.0896 1.2809 -1.5938 -1.14
N 1.1094 -1.0080 0.0486 -0.59
C -0.1086 -0.3225 0.3266 0.49
C -0.6250 0.6153 -0.4603 -0.17
C -0.6045 -0.6262 1.7076 -1.13
H 1.1605 1.1651 -1.6813 0.35
H -0.0484 2.3672 -1.5178 0.30
H -0.4084 1.0847 -2.5541 0.25
H 1.6256 -0.5689 -0.7040 0.25
H 1.7197 -0.9500 0.8599 0.23
H -1.5988 1.0149 -0.2100 0.29
H -1.4564 0.0070 1.9088 0.31
H -0.9999 -1.6380 1.8129 0.27
H 0.2549 -0.5666 2.3680 0.30

4.
14
Properties=species:S:1:pos:R:3:mulliken_charge:R:1 method="wB97M-V/def2-TZVPD" homo_ev=-8.560 e_lumo_ev=0.923 orbital_gap_ev=9.48 smiles="CC(C)=CN" charge=0
C -1.1589 -0.7967 -0.1910 -1.38
C 0.1660 -0.1694 0.2509 0.88
C 0.3136 1.1374 0.1492 -0.42
N -0.6830 2.0781 -0.1770 -0.69
C 1.4058 -1.0379 0.4325 -1.16
H -1.4877 -0.5033 -1.2654 0.31
H -2.0682 -0.5456 0.5919 0.28
H -1.0751 -1.8823 -0.2234 0.32
H 1.2320 1.4761 0.6368 0.30
H -0.4054 2.2765 -1.2140 0.31
H -1.6027 1.5010 -0.3875 0.33
H 1.3526 -1.9351 1.1834 0.30
H 2.2140 -0.3529 0.7784 0.33
H 1.7969 -1.2459 -0.5649 0.29

Preferred: 3; penalty for the next structure: 0.0404 hartree.

1.
14
Properties=species:S:1:pos:R:3:mulliken_charge:R:1 method="wB97M-V/def2-TZVPD" homo_ev=-9.613 e_lumo_ev=1.227 orbital_gap_ev=10.84 smiles=CC[C@@H]1CN1 charge=0
C 1.2717 -0.9801 1.2168 -0.97
C 0.6237 -0.6390 -0.1721 -0.35
C -0.2231 0.6267 -0.1507 0.07
C -1.6930 0.5783 -0.4415 -0.59
H 1.8634 -0.0416 1.4875 0.25
H 1.9772 -1.7752 1.0731 0.34
H 0.5136 -1.2607 2.0972 0.24
H 1.4195 -0.5351 -1.0429 0.22
H -0.0937 -1.4158 -0.5092 0.27
H 0.1451 1.5623 0.3356 0.32
H -2.3016 1.3303 0.0411 0.27
H -2.1620 -0.3381 -0.7812 0.25
H -0.6607 1.9315 -1.6534 0.22
N -0.6800 0.9565 -1.5002 -0.55

2.
14
Properties=species:S:1:pos:R:3:mulliken_charge:R:1 method="wB97M-V/def2-TZVPD" homo_ev=-7.539 e_lumo_ev=1.094 orbital_gap_ev=8.63 smiles="C=C(C)NC" charge=0
C 1.4732 -1.1230 0.3532 -1.30
C 0.4527 -0.1382 -0.1913 0.96
C 0.6481 0.5851 -1.3026 -1.08
C -1.7981 0.7879 0.5021 -0.82
N -0.6701 -0.0811 0.5921 -0.25
H 2.1065 -1.4672 -0.4628 0.35
H 0.9191 -2.0131 0.6406 0.39
H 2.0338 -0.6734 1.1455 0.26
H 1.6258 0.7788 -1.7017 0.25
H -0.1351 1.0472 -1.8872 0.25
H -1.8261 1.4469 1.3754 0.26
H -2.7569 0.2750 0.4915 0.28
H -1.7543 1.3722 -0.4151 0.26
H -0.7546 -0.7932 1.2987 0.19

3.
14
Properties=species:S:1:pos:R:3:mulliken_charge:R:1 method="wB97M-V/def2-TZVPD" homo_ev=-8.112 e_lumo_ev=0.313 orbital_gap_ev=8.42 charge=0
C 2.1285 -0.1184 -0.2285 -0.82
C 0.6696 -0.5270 -0.3379 -0.46
C -0.5253 0.0851 0.1569 0.32
C -1.9391 -0.2201 -0.3192 -0.79
N -0.7648 1.0801 1.2124 -0.60
H 2.7107 -0.2885 -1.1289 0.29
H 1.4706 0.7718 -0.2799 0.13
H 2.6177 -0.3407 0.7257 0.22
H 0.5580 -1.6644 -0.3796 0.27
H -2.4870 0.7262 -0.6565 0.27
H -2.4763 -0.7930 0.5323 0.22
H -1.7183 -0.9587 -1.1531 0.28
H -0.2974 1.2030 0.0526 0.35
H 0.0529 1.0446 1.8038 0.31

Preferred: 2; penalty for the next structure: 0.0289 hartree.

1.
14
Properties=species:S:1:pos:R:3:mulliken_charge:R:1 method="wB97M-V/def2-TZVPD" homo_ev=-9.091 e_lumo_ev=1.279 orbital_gap_ev=10.37 smiles=C[C@H]1CN1C charge=0
C -1.8378 0.4936 -0.4766 -1.36
C -0.4946 0.3602 0.1966 0.37
C -0.0618 -0.9391 0.7637 -0.51
N 0.5332 -0.4316 -0.4607 -0.37
C 1.9023 0.0280 -0.3107 -0.82
H -2.6357 0.4318 0.2712 0.29
H -1.9446 1.4441 -1.0102 0.33
H -1.9739 -0.3224 -1.1930 0.33
H -0.1397 1.2477 0.7280 0.35
H -0.7016 -1.8125 0.6551 0.24
H 0.5454 -0.9226 1.6697 0.28
H 2.0711 0.5618 0.6414 0.32
H 2.5743 -0.8374 -0.3387 0.28
H 2.1633 0.6984 -1.1358 0.28

2.
14
Properties=species:S:1:pos:R:3:mulliken_charge:R:1 method="wB97M-V/def2-TZVPD" homo_ev="-6.861 / -6.921" e_lumo_ev="0.913 / 0.963" orbital_gap_ev="7.77 / 7.88" charge=0
C -1.6556 0.7953 -0.7255 -1.04
C -0.7438 0.3181 0.3607 -0.27
C 0.4555 -1.3930 1.0921 -0.70
N 0.4080 -0.3780 0.2130 0.06
C 1.6139 0.1084 -0.4588 -0.98
H -2.6296 1.0190 -0.2733 0.31
H -1.3117 1.7180 -1.2125 0.26
H -1.8350 0.0446 -1.5065 0.29
H -0.9926 0.5362 1.3892 0.46
H -0.4292 -1.9992 1.2202 0.31
H 1.3156 -1.5041 1.7457 0.30
H 1.9971 0.9629 0.1086 0.32
H 2.3602 -0.6917 -0.4707 0.37
H 1.4122 0.4275 -1.4856 0.30

3.
14
Properties=species:S:1:pos:R:3:mulliken_charge:R:1 method="wB97M-V/def2-TZVPD" homo_ev=-7.616 e_lumo_ev=1.151 orbital_gap_ev=8.77 smiles="C=CNCC" charge=0
C -2.2920 -1.3655 -0.6907 -0.84
C -1.1071 -0.5961 -0.8868 -0.01
N -0.2561 -0.2212 0.2103 -0.26
C 0.9453 0.5708 -0.0946 -0.32
C 1.7549 0.9143 1.0567 -0.98
H -2.9869 -1.1995 -1.5435 0.20
H -2.3799 -1.8578 0.2552 0.30
H -1.0349 -0.2301 -1.9070 0.26
H -0.6971 -0.4247 1.0893 0.22
H 1.5096 0.0096 -0.8308 0.31
H 0.6071 1.4980 -0.5674 0.26
H 2.7208 0.9628 0.6791 0.33
H 1.4667 1.9837 1.4870 0.24
H 1.7496 -0.0443 1.7430 0.28

Preferred: 1; penalty for the next structure: 0.0364 hartree.

1.
14
Properties=species:S:1:pos:R:3:mulliken_charge:R:1 method="wB97M-V/def2-TZVPD" homo_ev=-9.618 e_lumo_ev=1.248 orbital_gap_ev=10.87 smiles="C=NC.C=C" charge=0
C 2.2191 0.8819 0.7873 -0.43
C 2.2042 1.2995 -0.4675 -0.62
H 1.3483 1.0361 1.4094 0.27
H 3.1753 0.6587 1.2448 0.24
H 1.2810 1.4900 -1.0035 0.32
H 3.0908 1.5516 -1.0412 0.23
C -2.6026 -0.6539 0.2324 -0.63
C -0.4483 -1.0081 -0.5527 -0.35
N -1.4126 -0.2056 -0.4637 -0.32
H -3.4264 -0.5389 -0.4826 0.22
H -2.7974 0.0213 1.0597 0.22
H -2.5528 -1.7353 0.4151 0.33
H 0.4971 -0.7892 -1.0255 0.34
H -0.5757 -2.0080 -0.1119 0.18

2.
14
Properties=species:S:1:pos:R:3:mulliken_charge:R:1 method="wB97M-V/def2-TZVPD" homo_ev=-9.204 e_lumo_ev=1.206 orbital_gap_ev=10.41 smiles="C/C=C/CN" charge=0
N -0.8369 -1.8934 -1.5109 -0.61
C -1.1019 -1.0233 -0.3209 -0.37
C 1.2563 1.8269 0.9140 -1.10
C 0.2327 0.7310 0.7996 -0.12
C -0.2119 0.1668 -0.3226 -0.21
H -0.7621 -2.8524 -1.1877 0.22
H 0.0807 -1.6692 -1.8811 0.23
H -2.1727 -0.8065 -0.3666 0.21
H -0.9851 -1.6106 0.5924 0.28
H 0.9380 2.5518 1.6619 0.32
H 1.3711 2.2971 -0.0511 0.31
H 2.2139 1.3797 1.1893 0.26
H -0.0510 0.2074 1.7176 0.26
H 0.0289 0.6947 -1.2339 0.29

Preferred: 2; penalty for the next structure: 0.0465 hartree.